{
  "formula": "C4H3NS",
  "method": "ωB97M-V/def2-TZVPD",
  "homo_lumo_gap_ev": 9.405,
  "e_homo_ev": -9.6,
  "e_above_lowest_kj_mol": 285.5,
  "smiles": "N#CC#CCS",
  "lumo_energy_ev": -0.1,
  "symbols": ["N", "C", "C", "C", "C", "S", "H", "H", "H"],
  "xyz": [[-3.8284, -0.6121, 0.3177], [-2.6597, -0.3631, -0.0784], [-1.4148, -0.1388, -0.1638], [-0.2671, 0.1722, -0.1985], [1.1900, 0.5423, 0.1711], [2.3084, -0.7398, 0.1418], [1.8366, 1.4604, -0.5299], [1.1074, 1.0484, 1.1928], [1.7277, -1.3696, -0.8528]],
  "forces_ev_per_a": [[8.2, 1.8, -3.3], [-14.7, -3.2, 4.0], [4.7, 1.0, -1.0], [4.4, 1.4, 0.8], [-1.4, 5.0, -1.3], [1.7, -2.3, 0.9], [-3.0, -2.3, 1.7], [0.2, -0.9, -1.3], [-0.1, -0.5, -0.6]],
  "lowdin_charge": [0.164, -0.220, -0.109, -0.006, -0.668, 0.728, 0.152, 0.092, -0.133]
}



{
  "formula": "C25H45F3O3P2SW",
  "method": "ωB97M-V/def2-TZVPD",
  "homo_lumo_gap_ev": [7.066, 4.684],
  "e_homo_ev": [-13.9, -13.9],
  "spin_multiplicity": 3,
  "total_charge": 2,
  "lumo_energy_ev": [-6.9, -9.2],
  "symbols": ["W", "C", "C", "C", "C", "C", "C", "H", "H", "H", "C", "H", "H", "H", "C", "H", "H", "H", "C", "H", "H", "H", "C", "H", "H", "H", "C", "C", "C", "C", "C", "C", "C", "C", "H", "H", "H", "H", "H", "H", "H", "H", "H", "H", "H", "H", "P", "C", "H", "H", "H", "C", "H", "H", "H", "C", "H", "H", "H", "P", "C", "H", "H", "H", "C", "H", "H", "H", "C", "H", "H", "H", "F", "C", "F", "F", "S", "O", "O", "O"],
  "xyz": [[0.6012, 1.3601, -1.5927], [2.4914, 1.3325, -0.4836], [2.1482, 2.7227, -0.7354], [1.0031, 2.0066, 1.1625], [1.7184, 0.8965, 0.6618], [1.1699, 3.0864, 0.2664], [3.3907, 0.4876, -1.3147], [3.4040, 0.7953, -2.3631], [3.1073, -0.5728, -1.2890], [4.4123, 0.5724, -0.9285], [2.0036, -0.3616, 1.4366], [2.7035, -1.0084, 0.9094], [1.1169, -0.9564, 1.6612], [2.4419, -0.1203, 2.4113], [0.2967, 2.1232, 2.4839], [0.6548, 2.9963, 3.0518], [0.4350, 1.2536, 3.1426], [-0.7893, 2.2722, 2.3842], [0.4524, 4.3844, 0.4075], [0.5629, 5.0390, -0.4596], [0.8215, 4.9319, 1.2839], [-0.6222, 4.2157, 0.5724], [2.6713, 3.5832, -1.8389], [3.6512, 3.9967, -1.5806], [2.0018, 4.4195, -2.0500], [2.7853, 3.0249, -2.7705], [-0.4380, -0.2986, -2.1954], [0.6983, 0.0190, -3.0600], [0.4497, 0.7486, -4.3608], [-0.1607, 2.1926, -4.2093], [-0.1934, 2.7482, -2.7878], [-1.2342, 2.2167, -1.8642], [-2.3427, 1.3734, -2.4765], [-1.8706, -0.1106, -2.6933], [-0.1805, 0.1634, -5.0628], [-1.1286, 2.2053, -4.7403], [1.4439, 0.8667, -4.8213], [-1.9565, -0.3397, -3.7756], [-0.3141, -1.1476, -1.5221], [1.4533, -0.7741, -3.1102], [-2.6185, -0.7616, -2.1909], [-3.2702, 1.3492, -1.8635], [-1.5427, 2.6943, -0.9249], [-2.6326, 1.7723, -3.4613], [0.5104, 2.8531, -4.7789], [0.1437, 3.7769, -2.6483], [0.9369, -3.4601, -0.0295], [2.1607, -4.3102, 1.0515], [2.1530, -5.3942, 0.9254], [1.9700, -4.0467, 2.0976], [3.1497, -3.9137, 0.7846], [-0.6879, -4.2541, 0.2963], [-0.7154, -5.3025, -0.0313], [-1.4627, -3.6946, -0.2514], [-0.8872, -4.1573, 1.3685], [1.2834, -4.1729, -1.6832], [0.6112, -3.6783, -2.3992], [1.1002, -5.2541, -1.6894], [2.3190, -3.9496, -1.9716], [-3.2918, 0.1906, 1.2869], [-3.7803, 1.8389, 1.8424], [-4.8304, 1.8575, 2.1341], [-3.6190, 2.4984, 0.9782], [-3.1179, 2.2038, 2.6382], [-4.7271, -0.6745, 0.6231], [-4.9195, -0.1735, -0.3418], [-5.6213, -0.6271, 1.2519], [-4.4352, -1.7030, 0.3659], [-2.6303, -0.5766, 2.7716], [-3.4111, -1.0811, 3.3342], [-2.1317, 0.1916, 3.3924], [-1.8254, -1.2812, 2.5198], [1.6999, -2.9003, 6.2896], [1.5632, -3.0551, 4.9513], [2.6546, -2.4988, 4.3384], [1.5649, -4.3908, 4.6766], [0.0617, -2.1780, 4.2723], [-1.1005, -2.7832, 4.9194], [0.3557, -0.7957, 4.5857], [0.1607, -2.5026, 2.8199]],
  "forces_ev_per_a": [[2.5, -0.3, 1.3], [-0.8, 0.7, 0.6], [-0.2, 0.2, 1.6], [-0.7, -0.2, -0.3], [1.1, 0.1, 0.1], [0.7, 0.1, -1.0], [0.8, -0.3, 0.0], [0.1, 0.0, 0.1], [0.1, 0.2, 0.0], [0.0, -0.1, -0.2], [-0.4, -0.1, -0.3], [0.2, 0.1, 0.0], [-0.1, 0.1, 0.1], [0.0, 0.1, -0.1], [-0.3, -0.2, 0.4], [0.0, -0.2, -0.3], [0.1, 0.1, -0.3], [0.2, 0.0, -0.1], [-0.2, 0.2, 0.1], [0.0, -0.1, 0.1], [0.0, -0.1, -0.2], [0.2, 0.1, 0.0], [0.1, 0.3, 0.0], [0.0, -0.1, -0.1], [0.2, -0.1, 0.1], [0.1, 0.0, -0.1], [-2.0, -1.7, 0.8], [0.2, -1.7, -1.1], [0.2, 0.3, -0.9], [0.5, 0.0, -1.0], [-1.0, 1.6, 0.2], [-1.7, 0.3, 0.6], [-0.4, -0.9, -0.2], [-0.8, 0.4, -0.1], [0.4, 0.2, 0.4], [0.3, 0.3, 0.5], [-0.4, -0.1, -0.1], [0.2, -0.1, 0.6], [0.2, -0.3, -0.3], [0.0, 0.4, 0.0], [0.8, 0.1, -0.2], [0.6, 0.3, -0.2], [0.2, 0.8, -0.7], [-0.1, 0.1, 0.5], [-0.4, -0.1, 0.1], [-0.4, -0.2, -0.2], [-0.1, -3.9, 0.3], [0.3, 1.6, 0.4], [-0.3, 0.0, -0.3], [-0.1, -0.1, -0.2], [-0.1, -0.2, 0.1], [-0.4, 1.3, 0.5], [0.4, 0.3, 0.0], [0.1, -0.3, 0.1], [0.0, -0.1, -0.1], [0.3, 1.5, -0.5], [0.2, -0.3, 0.0], [0.0, 0.2, 0.3], [-0.3, -0.2, 0.0], [-0.9, 0.1, 2.1], [0.7, 0.6, -1.1], [0.0, 0.0, 0.0], [-0.4, 0.2, 0.2], [-0.3, -0.3, -0.1], [0.6, 0.0, -1.4], [-0.3, -0.2, 0.3], [0.3, 0.0, 0.1], [-0.3, 0.2, 0.3], [1.4, 0.1, -0.3], [-0.2, -0.1, 0.0], [-0.4, -0.3, -0.3], [-0.3, -0.2, 0.1], [-0.2, -0.1, -1.5], [0.6, -0.2, 0.6], [-0.7, -0.6, 0.5], [-0.1, 1.2, 0.1], [-0.6, -1.1, 0.5], [1.2, 0.8, -0.8], [-0.3, -0.1, -0.4], [-0.2, 0.2, 0.4]],
  "lowdin_spin": [0.002, 0.001, 0.002, 0.004, 0.001, 0.000, 0.001, 0.000, 0.001, 0.000, 0.021, 0.005, 0.010, 0.002, 0.001, 0.000, 0.000, 0.001, 0.000, 0.000, 0.000, 0.000, 0.000, 0.000, 0.000, 0.000, 0.011, 0.001, 0.000, 0.000, 0.000, 0.003, 0.006, 0.004, 0.000, 0.000, 0.000, 0.000, 0.011, 0.000, 0.002, 0.004, 0.000, 0.000, 0.000, 0.000, 0.605, 0.086, 0.021, 0.000, 0.000, 0.082, 0.019, 0.002, -0.001, 0.089, 0.001, 0.021, 0.000, 0.611, 0.086, 0.017, 0.009, 0.000, 0.090, 0.004, 0.020, 0.000, 0.100, 0.021, 0.000, 0.008, 0.000, 0.000, 0.000, 0.000, 0.001, 0.002, 0.000, 0.010]
}



{
  "formula": "C5H13NO",
  "method": "ωB97M-V/def2-TZVPD",
  "homo_lumo_gap_ev": 9.907,
  "e_homo_ev": -9.0,
  "e_above_lowest_kj_mol": 124.3,
  "smiles": "CCN[C@H](C)CO",
  "lumo_energy_ev": 0.9,
  "symbols": ["C", "C", "N", "C", "C", "C", "O", "H", "H", "H", "H", "H", "H", "H", "H", "H", "H", "H", "H", "H"],
  "xyz": [[1.1230, 0.1414, 2.6886], [1.1516, -0.0349, 1.1795], [-0.1733, 0.2285, 0.6383], [-0.3477, -0.2246, -0.7398], [0.7269, 0.2974, -1.6965], [-1.7373, 0.2273, -1.2276], [-2.2346, -0.5685, -2.2890], [0.2078, -0.3877, 3.0079], [1.9457, -0.2789, 3.2573], [0.7515, 1.1428, 2.9164], [1.8548, 0.6275, 0.6854], [1.4346, -1.0773, 0.9624], [-0.9124, -0.2281, 1.1635], [-0.3080, -1.3268, -0.8378], [1.5474, -0.4013, -1.8056], [0.2850, 0.5811, -2.6498], [1.0912, 1.2619, -1.3121], [-1.6060, 1.2441, -1.5891], [-2.4593, 0.2381, -0.4026], [-2.3410, -1.4618, -1.9496]],
  "forces_ev_per_a": [[-2.1, -0.1, -0.2], [-0.2, -0.8, 0.3], [-0.2, 0.2, -0.8], [-0.3, -0.1, -0.6], [-0.2, 1.0, 0.5], [0.4, -0.2, 0.4], [0.1, 0.2, -0.1], [0.4, -0.5, 0.1], [0.2, 0.5, -0.1], [1.1, 0.4, 0.3], [0.2, 0.0, 0.0], [0.3, 0.0, -0.1], [0.3, 0.1, 0.4], [-0.1, 0.0, 0.3], [0.2, 0.1, -0.2], [0.0, -0.6, -0.3], [0.2, -0.3, 0.0], [-0.4, 0.1, -0.1], [0.1, 0.1, 0.1], [0.0, 0.0, -0.1]],
  "lowdin_charge": [-0.095, -0.303, -0.058, -0.409, -0.059, -0.239, -0.061, 0.067, 0.071, 0.075, 0.102, 0.114, 0.105, 0.135, 0.075, 0.077, 0.084, 0.121, 0.115, 0.083]
}



{
  "formula": "C27H36Br4ClN4NiO10P",
  "method": "ωB97M-V/def2-TZVPD",
  "homo_lumo_gap_ev": [6.077, 6.068],
  "e_homo_ev": [-2.1, -2.1],
  "spin_multiplicity": 3,
  "e_above_lowest_kj_mol": 96.7,
  "total_charge": -2,
  "lumo_energy_ev": [4.0, 4.0],
  "symbols": ["Ni", "N", "C", "C", "C", "C", "N", "C", "N", "N", "C", "O", "O", "H", "H", "H", "H", "H", "H", "H", "H", "H", "H", "H", "H", "H", "H", "Br", "C", "C", "Br", "C", "Br", "C", "O", "C", "O", "C", "Br", "Cl", "C", "C", "C", "C", "C", "C", "C", "O", "O", "H", "H", "H", "H", "C", "C", "C", "C", "O", "P", "O", "O", "O", "C", "C", "C", "C", "H", "H", "H", "H", "H", "H", "H", "H", "H", "H", "H", "H", "H", "H", "H", "H", "H", "H"],
  "xyz": [[-0.0915, 0.9478, -0.2555], [0.0447, 0.6212, 1.8231], [-1.3452, 0.5427, 2.2473], [-1.5552, 0.3385, 3.7351], [-1.1572, 1.5630, 4.5414], [-2.1326, 2.7234, 4.4974], [-2.5004, 3.1581, 3.1581], [-1.5960, 3.5580, 2.2351], [-0.3323, 3.7980, 2.5669], [-2.0047, 3.7743, 0.9825], [-2.0499, -0.5096, 1.3592], [-2.8951, -1.2587, 1.8641], [-1.6767, -0.4357, 0.1565], [0.5282, -0.2827, 1.8721], [0.5959, 1.2977, 2.3368], [-1.8154, 1.4730, 1.9273], [-0.9378, -0.5027, 4.0656], [-2.5900, 0.0314, 3.9084], [-0.1508, 1.8848, 4.2577], [-1.0780, 1.2906, 5.6000], [-1.7320, 3.5699, 5.0654], [-3.0608, 2.4458, 4.9985], [-3.3692, 2.8198, 2.7778], [-0.0496, 3.6130, 3.5124], [0.4087, 3.5922, 1.8249], [-2.7452, 3.1427, 0.5937], [-1.2394, 3.8348, 0.3221], [4.7995, 6.5361, -0.4313], [3.7194, 5.0111, -0.7663], [3.8216, 4.3165, -1.9501], [5.0975, 4.8327, -3.2599], [2.9590, 3.2317, -2.1963], [3.0614, 2.2579, -3.8235], [1.9512, 2.8309, -1.3100], [1.1257, 1.8853, -1.5902], [1.8633, 3.5470, -0.0305], [0.9793, 3.1697, 0.8346], [2.7528, 4.6044, 0.1736], [2.6184, 5.4853, 1.8607], [-3.9329, -1.2673, -5.8658], [-3.6170, -0.3399, -4.4112], [-4.6709, -0.0393, -3.5651], [-4.4184, 0.7109, -2.4275], [-3.1324, 1.1442, -2.1343], [-2.0897, 0.8235, -2.9954], [-2.3260, 0.0781, -4.1414], [-2.8761, 1.9685, -0.8935], [-3.8624, 2.3688, -0.2252], [-1.6754, 2.2490, -0.6278], [-5.6658, -0.4001, -3.7899], [-5.2133, 0.9598, -1.7372], [-1.0830, 1.1594, -2.7728], [-1.5168, -0.1777, -4.8115], [1.7825, -3.0592, -2.7664], [2.9955, -2.5461, -1.9936], [4.1635, -3.5136, -2.1614], [3.3897, -1.1549, -2.4770], [2.7582, -2.5259, -0.5695], [1.4488, -1.9139, 0.1503], [1.7603, -1.7712, 1.5989], [0.9632, -0.7395, -0.6405], [0.3326, -3.0582, -0.0899], [0.1141, -4.2109, 0.7345], [-0.8535, -5.0674, -0.0762], [-0.5396, -3.8005, 2.0517], [1.4146, -4.9716, 0.9857], [2.0266, -3.1032, -3.8306], [0.9264, -2.4016, -2.6230], [1.5046, -4.0585, -2.4255], [4.4533, -3.5806, -3.2124], [3.8849, -4.5074, -1.8037], [5.0175, -3.1636, -1.5795], [3.5774, -1.1723, -3.5530], [4.2993, -0.8228, -1.9697], [2.6051, -0.4329, -2.2601], [-1.7713, -4.5067, -0.2551], [-1.0911, -5.9883, 0.4624], [-0.4098, -5.3225, -1.0410], [-1.4468, -3.2262, 1.8563], [0.1526, -3.1881, 2.6274], [-0.7989, -4.6922, 2.6315], [1.8587, -5.2925, 0.0407], [1.2104, -5.8532, 1.5991], [2.1299, -4.3325, 1.5032]],
  "forces_ev_per_a": [[-0.2, -0.9, 0.0], [0.3, 0.0, -0.4], [-0.4, -0.3, -0.1], [0.2, -0.1, 0.0], [0.1, -0.3, 0.8], [-0.1, 0.1, -0.3], [-0.5, 0.4, 0.3], [0.4, 1.0, -0.2], [-2.0, 0.5, 2.4], [0.1, 0.8, 1.8], [0.1, 0.1, 0.3], [0.0, 0.1, -0.1], [0.0, 0.0, -0.4], [0.0, 0.0, 0.2], [-0.1, 0.1, -0.2], [0.1, -0.4, 0.0], [0.0, -0.1, -0.1], [0.0, 0.2, 0.0], [-0.1, -0.1, 0.0], [0.1, 0.0, 0.0], [0.0, 0.1, -0.1], [0.0, -0.1, -0.1], [-0.1, 0.1, 0.0], [-0.3, 0.2, 0.1], [0.5, 0.7, -0.4], [-0.2, 1.1, 0.9], [0.0, 0.2, 0.3], [0.0, -0.1, 0.0], [-0.1, 0.0, 0.0], [0.0, -0.1, -0.1], [0.0, 0.0, 0.0], [0.0, 0.1, -0.1], [0.0, 0.0, 0.0], [-0.2, 0.2, 0.3], [0.0, 0.0, 0.5], [0.6, 0.3, -0.6], [1.3, -1.3, -2.4], [-0.1, -0.1, 0.1], [0.0, 0.0, -0.1], [0.0, 0.0, 0.0], [0.0, 0.0, 0.0], [0.0, 0.0, 0.0], [0.0, 0.0, 0.0], [-0.1, 0.0, 0.0], [0.0, 0.0, 0.0], [0.0, 0.0, 0.0], [-0.3, -0.5, -0.6], [0.3, -0.4, -0.3], [0.4, -1.5, -1.7], [0.0, 0.0, 0.0], [0.0, 0.0, 0.0], [0.0, 0.0, 0.0], [0.0, 0.0, 0.0], [0.0, 0.0, 0.1], [0.0, 0.0, -0.1], [0.0, 0.0, 0.1], [0.0, 0.0, 0.2], [0.1, 0.0, 0.0], [-0.2, -0.3, 0.0], [0.0, 0.1, 0.0], [0.3, 0.1, -0.1], [0.1, 0.0, 0.0], [-0.1, -0.1, 0.1], [0.0, 0.0, 0.0], [0.0, 0.0, -0.1], [0.0, 0.1, -0.1], [0.0, 0.0, 0.0], [0.0, 0.0, 0.0], [0.0, 0.0, 0.0], [0.0, 0.0, 0.0], [0.0, 0.0, 0.0], [0.0, 0.0, 0.0], [0.0, 0.0, 0.0], [0.0, 0.0, 0.0], [-0.1, 0.0, -0.1], [0.0, 0.0, 0.0], [0.0, 0.0, 0.0], [0.0, 0.0, 0.0], [0.0, 0.0, 0.0], [0.0, 0.0, 0.0], [0.0, 0.0, 0.0], [0.0, 0.0, 0.0], [0.0, 0.0, 0.0], [0.0, 0.0, 0.0]],
  "lowdin_spin": [1.781, 0.047, 0.003, 0.002, 0.000, 0.000, 0.000, 0.000, 0.000, 0.000, 0.003, 0.002, 0.044, 0.001, 0.002, 0.000, 0.000, 0.000, 0.000, 0.000, 0.000, 0.000, 0.000, 0.000, 0.000, 0.000, 0.000, 0.000, 0.000, 0.000, 0.000, 0.001, 0.000, 0.003, 0.036, 0.000, 0.001, 0.000, 0.000, 0.000, 0.000, 0.000, 0.000, 0.000, 0.001, 0.000, 0.004, 0.005, 0.019, 0.000, 0.000, 0.001, 0.000, 0.000, 0.000, 0.000, 0.000, 0.003, 0.005, 0.000, 0.033, 0.001, 0.000, 0.000, 0.000, 0.000, 0.000, 0.000, 0.000, 0.000, 0.000, 0.000, 0.000, 0.000, 0.000, 0.000, 0.000, 0.000, 0.000, 0.000, 0.000, 0.000, 0.000, 0.000]
}